No. 1
ORCA calculation (ωB97M-V/def2-TZVPD) on the molecule C7H10N2O at a distorted geometry.

Each line ends with the Löwdin charge.
Cartesian coordinates (Å):
C -1.492 -0.495 0.298  -0.442
C -0.138 1.253 -0.656  -0.434
C -0.708 -0.148 -0.947  -0.067
C 0.649 -0.669 -0.395  -0.326
C -2.710 0.261 0.620  -0.030
C 1.421 -1.887 -0.787  -0.041
C 1.859 1.195 0.882  -0.004
N -0.741 -1.084 1.122  0.258
N 0.969 0.620 -0.107  -0.054
O -0.344 2.358 -0.971  0.145
H -1.146 -0.515 -1.844  0.139
H -2.775 0.207 1.777  0.118
H -3.596 0.094 -0.056  0.105
H -2.339 1.283 0.385  0.081
H 2.106 -1.449 -1.567  0.090
H 0.671 -2.679 -1.102  0.098
H 2.057 -2.398 -0.008  0.081
H 1.529 2.281 1.101  0.127
H 1.841 0.612 1.765  0.068
H 2.886 1.160 0.489  0.087

Calculated values
Spin multiplicity   3
M   138.17 g mol⁻¹
Net charge   0
Energy   -12442.82916 eV

No. 2
ORCA calculation (ωB97M-V/def2-TZVPD) on a structure of composition C26H22MnN8O2S2Se.

Each line ends with the Löwdin charge.
Cartesian coordinates (Å):
Mn -0.224 0.411 -0.070  0.399
C 3.069 -0.126 -4.991  -0.001
C 1.755 -0.794 -4.855  -0.348
N 1.341 -1.792 -5.564  0.117
N 0.103 -2.072 -5.063  0.019
C -0.269 -1.281 -4.040  -0.811
S -1.674 -1.307 -3.163  0.652
N 0.813 -0.440 -3.919  -0.091
N 0.931 0.512 -2.918  0.092
H 3.592 -0.564 -5.837  0.087
H 3.678 -0.264 -4.095  0.086
H 2.954 0.946 -5.156  0.086
H -0.451 -2.819 -5.440  0.146
H 0.720 1.432 -3.289  0.101
H 1.863 0.514 -2.520  0.010
O 1.823 -1.097 6.933  0.128
C 0.946 -0.085 6.793  -0.478
O 0.514 0.470 7.763  0.120
C 0.551 0.303 5.398  -0.120
C 1.030 -0.320 4.250  0.009
C 0.616 0.102 2.999  -0.005
C -0.255 1.179 2.890  -0.222
C -0.764 1.793 4.033  0.004
C -0.361 1.352 5.279  0.005
N -0.612 1.606 1.574  -0.007
C -1.146 2.758 1.377  -0.052
C -1.543 3.040 -0.001  -0.227
C -2.173 4.221 -0.380  -0.003
C -2.593 4.343 -1.695  -0.049
C -2.382 3.280 -2.562  -0.035
C -1.734 2.141 -2.109  -0.116
N -1.298 2.019 -0.854  0.048
H 2.094 -1.440 6.075  0.088
H 1.742 -1.137 4.273  0.117
H 0.989 -0.399 2.118  0.075
H -1.482 2.598 3.974  0.106
H -0.742 1.808 6.181  0.123
H -1.345 3.496 2.144  0.128
H -2.335 5.008 0.342  0.118
H -3.090 5.243 -2.029  0.112
H -2.719 3.315 -3.588  0.111
H -1.581 1.274 -2.739  0.031
S -2.801 -3.038 1.155  1.015
C -3.694 -1.630 1.556  -0.420
C -3.047 -0.485 1.197  -0.201
C -1.778 -0.705 0.581  -0.222
C -1.532 -2.059 0.520  -0.548
C -0.298 -2.538 -0.060  -0.294
C 0.005 -3.876 -0.310  -0.017
C 1.198 -4.194 -0.924  -0.050
C 2.083 -3.178 -1.266  -0.049
C 1.726 -1.879 -0.969  -0.154
N 0.564 -1.547 -0.395  0.040
H -4.658 -1.723 2.031  0.060
H -3.481 0.492 1.369  0.091
H -0.699 -4.650 -0.038  0.104
H 1.441 -5.228 -1.131  0.111
H 3.040 -3.384 -1.720  0.106
H 2.398 -1.057 -1.164  0.056
Se 2.133 1.603 -0.017  0.625
C 3.195 0.321 0.773  -0.851
N 3.851 -0.474 1.295  0.041

Calculated values
Spin multiplicity   2
M   676.55 g mol⁻¹
Net charge   0
Energy   -161671.06998 eV

No. 3
ORCA calculation (ωB97M-V/def2-TZVPD) on a cluster of 2 separate species, C4H4 in total at a distorted geometry.

Each line ends with the Löwdin charge.
Cartesian coordinates (Å):
C -2.053 -0.399 -3.149  -0.001
C -2.344 -0.764 -1.994  -0.013
H -2.194 -0.103 -4.116  -0.024
H -2.135 -1.007 -0.919  0.037
C 2.741 0.691 2.329  -0.072
C 1.597 0.477 2.534  -0.065
H 3.782 1.169 2.622  0.081
H 0.606 -0.064 2.693  0.055

Calculated values
SMILES   C#C.C#C
M   52.08 g mol⁻¹
Net charge   0
Energy   -4207.23031 eV

What is the net charge in the third record?
0